{"formula": "C29H33CrN2O9P2STe", "method": "ωB97M-V with the def2-TZVPD basis set", "s2": 1.18, "e_homo_ev": [-1.80, -1.85], "fmax_ev_per_a": 0.97, "multiplicity": 2, "total_charge": -2, "homo_lumo_gap_ha": [0.1942, 0.1963], "elements": ["H", "C", "H", "C", "O", "P", "C", "H", "C", "H", "H", "C", "H", "H", "C", "H", "C", "P", "H", "O", "N", "H", "C", "H", "H", "C", "H", "O", "N", "H", "C", "C", "H", "O", "H", "C", "H", "C", "C", "O", "C", "H", "S", "H", "C", "C", "H", "C", "C", "H", "C", "C", "C", "H", "Te", "H", "H", "C", "H", "Cr", "O", "H", "H", "H", "H", "O", "O", "H", "O", "H", "C", "C", "C", "H", "H", "C", "C", "C"], "xyz": [[-4.048, -2.315, -5.415], [3.658, -0.326, 1.015], [-0.107, -3.453, -0.220], [-2.004, 2.710, -3.178], [-2.527, 2.583, -4.268], [2.285, 0.767, 0.503], [0.773, 0.708, 4.247], [0.570, 1.404, 7.563], [-0.757, 2.352, -1.213], [-2.466, -3.119, 1.313], [-2.821, -6.063, -3.747], [-2.795, 0.176, 0.264], [-3.922, -2.142, 1.138], [3.907, 2.331, 2.642], [-1.222, -3.055, -3.674], [-2.679, -1.684, 2.320], [2.182, 3.514, -0.111], [-0.356, -1.112, 0.216], [2.045, 1.786, 5.600], [3.154, -0.392, -4.190], [-0.737, -0.565, 2.893], [4.101, -0.010, 1.961], [-1.240, -0.247, 5.223], [2.387, 3.223, 2.585], [3.861, 3.954, 1.935], [1.126, 1.220, 5.519], [-2.332, -2.914, -1.210], [0.015, 1.657, -0.445], [1.584, 0.943, 3.176], [-4.489, -4.722, -5.000], [0.220, -2.805, 0.594], [-2.225, -1.247, 0.217], [-0.761, -5.001, -2.906], [4.558, 0.554, -2.458], [1.311, -2.808, 0.580], [1.217, 0.507, 2.005], [-1.532, 0.104, 7.299], [4.414, 2.414, -0.080], [-0.891, 0.263, 6.440], [2.180, 1.216, -2.606], [-2.219, 3.883, -2.220], [5.153, 1.897, 0.537], [3.223, 0.134, -2.852], [-1.983, -1.270, -4.590], [-1.482, -4.410, -3.457], [0.308, 1.004, 6.591], [4.398, -0.332, 0.214], [-0.403, -0.030, 4.102], [-1.419, 3.611, -0.957], [3.270, -1.341, 1.112], [3.055, 2.495, 0.626], [-2.167, -2.321, -4.395], [0.022, -0.314, 1.865], [-2.447, 0.742, 1.129], [0.659, -2.270, -3.065], [4.765, 3.440, -0.229], [-3.691, -1.785, -1.255], [-2.644, -5.008, -3.932], [-2.148, -0.819, 5.078], [0.881, 0.025, -1.492], [-0.625, 0.673, -2.785], [4.380, 1.919, -1.051], [2.713, 4.472, -0.098], [-0.146, -3.160, 1.558], [-3.886, 0.114, 0.313], [2.688, -0.894, -1.814], [-1.391, 4.314, 0.045], [2.025, 3.219, -1.148], [-2.932, 4.840, -2.426], [1.211, 3.653, 0.361], [-3.332, -2.912, -4.862], [-1.082, 1.812, -2.466], [-3.579, -4.260, -4.633], [-2.134, -1.319, -1.946], [-2.530, 0.733, -0.634], [-2.845, -2.094, 1.331], [-2.607, -1.862, -1.127], [3.306, 3.015, 2.043]], "forces_ev_per_a": [[-0.0124, 0.0083, 0.0027], [0.0544, -0.0201, -0.0610], [0.0087, 0.0016, 0.0399], [-0.0342, 0.0899, 0.0187], [0.0379, -0.0284, 0.0969], [-0.0230, -0.0620, 0.2089], [0.1481, 0.0862, 0.0208], [-0.0047, -0.0070, -0.0011], [0.1264, -0.0531, 0.0867], [0.0053, -0.0167, -0.0124], [-0.0037, -0.0098, 0.0001], [0.0342, -0.0013, 0.0819], [-0.0130, -0.0294, 0.0071], [0.0025, -0.0360, 0.0209], [0.0170, -0.0707, -0.0831], [-0.0001, 0.0489, -0.0047], [-0.0017, 0.0027, -0.0845], [-0.0653, -0.1732, 0.1841], [-0.0003, 0.0064, -0.0058], [0.0969, 0.0172, -0.0028], [-0.0106, -0.0472, -0.0141], [0.0139, 0.0113, 0.0006], [0.0448, 0.0007, -0.0998], [-0.0579, 0.0112, -0.0002], [0.0070, -0.0045, 0.0247], [0.0062, -0.0314, -0.1094], [0.0478, 0.0280, 0.0260], [-0.1414, -0.0703, 0.0264], [0.0754, 0.0721, 0.0514], [-0.0100, -0.0059, -0.0055], [-0.0377, -0.0294, 0.0838], [0.0014, 0.1789, -0.0047], [0.0304, -0.0279, 0.0237], [-0.0640, -0.0865, 0.0017], [-0.0026, 0.0122, -0.0262], [-0.2173, -0.1533, -0.0521], [0.0059, 0.0032, 0.0021], [0.0148, 0.0326, -0.0193], [0.1130, 0.0703, 0.0324], [-0.0015, -0.1091, -0.1768], [-0.0244, -0.0166, -0.0445], [0.0075, -0.0150, 0.0091], [-0.2754, 0.0474, 0.2278], [0.0121, 0.0237, 0.0302], [-0.1299, 0.0426, -0.0610], [-0.1158, -0.0624, 0.0065], [-0.0246, -0.0184, 0.0113], [-0.1209, -0.0909, -0.0455], [-0.0778, 0.0768, -0.0543], [-0.0074, 0.0164, -0.0039], [-0.1146, -0.0022, -0.0041], [0.0398, 0.1020, -0.0242], [0.2047, 0.2121, -0.0174], [-0.0128, -0.0049, 0.0125], [0.1019, -0.2370, 0.1810], [0.0295, 0.0074, 0.0237], [-0.0108, -0.0353, 0.0213], [0.0286, -0.0330, 0.0374], [-0.0087, -0.0047, -0.0070], [0.8270, 0.4984, -0.0465], [-0.2509, 0.0372, -0.2155], [-0.0295, 0.0949, 0.1061], [-0.0094, 0.0100, -0.0076], [-0.0114, 0.0070, 0.0170], [-0.0184, 0.0002, -0.0203], [-0.1666, -0.0445, -0.2629], [0.0158, -0.0328, -0.0259], [0.0179, -0.0009, 0.0131], [0.0723, -0.0788, 0.0195], [-0.0062, -0.0004, 0.0271], [-0.0298, -0.0222, 0.0062], [-0.0347, -0.0866, -0.0256], [-0.0160, 0.0284, -0.0128], [-0.0399, -0.0122, 0.0176], [-0.0222, -0.0109, 0.0168], [0.0176, -0.1324, -0.0733], [-0.0201, 0.1426, -0.0889], [0.0135, -0.0137, -0.0210]], "mulliken_charge": [0.376, -1.724, 0.257, -0.003, -0.696, 1.927, -0.135, 0.374, -0.941, 0.367, 0.336, -1.847, 0.558, 0.249, -0.130, 0.219, -2.217, 2.286, 0.440, -0.640, -0.086, 0.348, -0.438, 0.370, 0.567, -0.509, 0.362, 0.356, -0.331, 0.359, -1.181, 2.059, 0.318, -0.789, 0.379, -0.129, 0.387, -1.972, -0.508, -0.602, 0.359, 0.357, 1.430, 0.469, -0.305, -0.496, 0.360, -0.054, -0.509, 0.318, 2.430, -0.144, -0.345, 0.337, 0.033, 0.496, 0.580, -0.505, 0.444, 0.139, -0.512, 0.399, 0.681, 0.444, 0.661, -0.723, -0.774, 0.197, -0.666, 0.389, -0.645, 1.655, -0.394, -0.104, 0.086, -2.018, -1.932, -2.155]}